Record 1
Density functional theory data (ωB97M-V with the def2-TZVPD basis set) for a structure of composition C31H32AlN5S.

Charge = 0
E_tot = -2114.94140 a.u.
Lowest unoccupied orbital energy = 0.0014 Eh

CARTESIAN COORDINATES (ANGSTROEM)
Al1 -0.215564 0.263070 0.431619
C1 2.380576 -0.436559 -2.580314
C2 3.045335 0.794933 -1.914578
C3 2.411954 1.398592 -0.644144
N1 1.749465 0.422266 0.160580
C4 2.468298 -0.594874 0.624080
C5 3.879012 -0.607090 0.685011
C6 4.781393 -1.624493 1.028398
C7 4.582969 -3.026131 1.082482
C8 3.344927 -3.655767 1.047936
C9 2.085627 -3.083777 1.065921
C10 1.662635 -1.761574 1.030688
N2 0.343675 -1.435123 1.186472
C11 -0.490748 -2.381648 1.888593
C12 -1.577691 -1.749795 2.698822
C13 -2.601182 -1.046428 1.784419
N3 -2.060365 -0.389474 0.636029
C14 -2.769983 -0.546529 -0.497225
C15 -4.181074 -0.701274 -0.436922
C16 -5.111197 -1.035201 -1.420414
C17 -4.854039 -1.565603 -2.694035
C18 -3.601770 -1.491025 -3.324578
C19 -2.397735 -0.903459 -2.957084
C20 -1.930757 -0.458499 -1.717007
N4 -0.709276 0.085467 -1.498207
C21 -0.011478 0.671747 -2.652708
C22 1.051736 -0.202784 -3.346681
H1 2.247948 -1.264479 -1.848263
H2 3.108568 -0.828905 -3.321581
H3 3.070338 1.615268 -2.660973
H4 4.127916 0.605737 -1.755699
H5 1.681230 2.201907 -0.920748
H6 3.212486 1.926133 -0.073172
H7 4.338705 0.360246 0.477357
H8 5.779889 -1.258403 1.256048
H9 5.479547 -3.656858 1.175911
H10 3.360674 -4.746791 1.114461
H11 1.229269 -3.788657 1.089109
H12 0.175923 -2.975998 2.555988
H13 -0.949401 -3.115126 1.216505
H14 -1.225460 -1.066182 3.492024
H15 -2.112445 -2.509053 3.277342
H16 -3.206639 -0.337402 2.391330
H17 -3.282354 -1.848655 1.458467
H18 -4.551465 -0.476658 0.573359
H19 -6.191447 -1.007281 -1.131328
H20 -5.654698 -2.045975 -3.246752
H21 -3.560947 -1.879549 -4.334760
H22 -1.646321 -0.784500 -3.741731
H23 0.464561 1.626959 -2.401696
H24 -0.807994 0.881259 -3.387008
H25 1.340640 0.258163 -4.307452
H26 0.580572 -1.148036 -3.584702
S1 0.729781 3.117736 3.899534
C23 1.044312 1.511716 4.438330
C24 0.736970 0.554127 3.529070
C25 0.142774 1.036004 2.318028
C26 0.061681 2.400167 2.415810
C27 -0.510885 3.134783 1.315294
C28 -0.775243 4.513439 1.378197
C29 -1.461182 5.127420 0.331513
C30 -1.854278 4.334047 -0.763113
C31 -1.510634 2.972825 -0.756620
N5 -0.786396 2.392063 0.216682
H27 1.424833 1.357078 5.420673
H28 1.004731 -0.469026 3.694551
H29 -0.490202 5.069705 2.288924
H30 -1.745289 6.186923 0.385632
H31 -2.420988 4.705924 -1.583343
H32 -1.873821 2.378941 -1.558351

Cartesian forces, eV/Å:
-0.05 0.30 0.93
0.08 -0.59 0.29
0.46 0.57 -1.05
0.24 1.16 -0.10
-0.10 -0.99 0.04
-0.18 -0.19 -0.82
0.57 -0.21 0.36
-0.80 -0.32 -0.22
0.40 0.70 0.19
0.37 -0.04 0.30
-0.46 -1.16 0.15
-2.57 1.34 0.03
2.47 -1.04 -0.43
1.02 -0.96 0.43
-0.56 1.20 0.56
-1.01 -0.02 1.49
-0.36 -0.56 -1.92
1.05 -0.06 1.10
-0.34 0.18 -0.27
-0.41 -0.69 0.39
1.07 0.40 0.05
-0.68 0.14 -0.04
0.43 0.33 -0.17
0.42 1.09 0.54
-0.70 -0.21 0.02
-0.21 -0.46 -0.50
0.47 0.50 0.29
0.08 0.59 -0.29
-0.35 0.17 0.39
-0.11 -0.28 0.16
-0.69 -0.27 0.07
0.55 -0.74 0.34
-0.41 -0.19 -0.29
-0.04 -0.23 0.34
0.05 -0.20 -0.38
-0.49 0.37 0.05
0.00 0.27 -0.19
0.88 0.37 -0.08
-0.56 0.25 -0.18
-0.07 -0.08 -0.25
0.26 -0.15 -0.67
-0.04 -0.18 -0.30
0.18 -0.36 -0.11
0.03 0.26 -0.01
-0.18 0.02 -0.74
1.08 -0.03 -0.07
0.00 0.26 0.08
-0.20 -0.11 -0.09
-0.39 -0.56 0.08
-0.34 -0.15 0.26
0.51 0.31 0.00
-0.38 0.09 0.26
0.10 -0.42 -0.08
-0.64 -0.86 -0.72
0.00 0.33 -0.10
0.12 0.28 -0.29
-0.18 0.95 0.58
0.31 0.01 0.06
0.35 0.60 -0.09
-0.41 0.41 -0.12
0.00 -0.37 0.00
0.70 -0.89 1.11
0.26 1.52 0.80
-0.71 0.42 -0.18
0.38 -0.05 0.48
-0.09 -0.52 0.18
-0.23 -0.36 -0.65
0.26 -0.49 -0.06
-0.33 0.35 -0.39
0.10 -0.73 -0.55

---

Record 2
Density functional theory data (ωB97M-V with the def2-TZVPD basis set) for a cluster of 5 separate species, C31H32B2BrF32INO9 in total.

Charge = +1
E_tot = -8049.41571 a.u.
Lowest unoccupied orbital energy = -0.1702 Eh

CARTESIAN COORDINATES (ANGSTROEM)
C1 -0.763857 -2.441712 4.471756
B1 0.265809 -1.788623 3.498764
O1 1.356532 -1.110608 3.998520
C2 0.164828 -1.889133 1.880082
N1 1.233263 -2.357901 1.218414
C3 1.292241 -2.486813 -0.098432
C4 0.253628 -2.151231 -0.872892
C5 0.370974 -2.288797 -2.365303
B2 1.718136 -1.526719 -2.812330
O2 2.746269 -2.143668 -3.503245
O3 1.812684 -0.195013 -2.443311
C6 -0.883364 -1.692920 -0.244886
C7 -2.089250 -1.346342 -1.111620
O4 -2.343375 -0.184105 -1.357253
O5 -2.745048 -2.409952 -1.636606
C8 -3.439707 -3.249303 -0.688224
C9 -2.655572 -4.455085 -0.197690
C10 -3.549795 -5.452624 0.532287
Br1 -1.638736 -5.302023 -1.633385
C11 -0.915764 -1.560809 1.122420
I1 -2.620944 -0.815948 2.120127
H1 -1.291803 -1.659806 5.019556
H2 -0.187813 -3.038036 5.180057
H3 -1.486569 -3.049511 3.937779
H4 2.161967 -1.472185 3.603837
H5 2.049166 -2.633201 1.750714
H6 2.219493 -2.868620 -0.498154
H7 -0.472912 -1.802288 -2.854929
H8 0.366128 -3.334980 -2.668276
H9 3.400020 -2.427131 -2.847011
H10 2.303996 -0.147770 -1.608028
H11 -3.848052 -2.675243 0.139381
H12 -4.298015 -3.636618 -1.236146
H13 -1.900269 -4.151297 0.525417
H14 -2.920534 -6.294778 0.811829
H15 -3.934448 -5.018407 1.454558
H16 -4.328765 -5.784404 -0.151148
C12 3.298332 3.661491 0.769862
C13 4.323201 4.631970 1.388816
C14 5.444023 5.156679 0.485893
F1 6.224919 4.162961 0.018274
F2 6.233596 5.986659 1.199564
F3 4.838526 4.072937 2.506203
F4 3.616861 5.722324 1.789006
O6 3.470278 2.256160 0.998767
C15 4.282584 1.488381 0.204876
C16 5.470161 0.896040 0.971897
F5 6.222336 1.857297 1.515713
F6 6.243101 0.185549 0.119502
F7 4.656449 2.148600 -0.892822
F8 3.505094 0.434111 -0.230664
H17 2.360043 3.884902 1.274874
H18 3.116809 3.876537 -0.282454
H19 5.031937 5.715431 -0.359306
H20 5.117989 0.236328 1.770460
C17 -5.671535 -3.311664 8.911624
C18 -4.866206 -2.136442 9.503019
C19 -4.721896 -0.869132 8.653656
F9 -4.079288 -1.099009 7.487717
F10 -3.992550 0.043132 9.333337
F11 -3.651417 -2.582412 9.891128
F12 -5.520620 -1.755765 10.632726
O7 -4.957373 -4.392130 8.310080
C20 -4.554251 -4.351298 6.994849
C21 -3.028855 -4.366348 6.864366
F13 -2.463549 -3.330685 7.508017
F14 -2.682603 -4.264082 5.552733
F15 -5.111886 -3.314857 6.337620
F16 -5.018342 -5.474417 6.404565
H21 -6.155641 -3.777447 9.768530
H22 -6.485038 -2.965219 8.274632
H23 -5.701602 -0.433764 8.439160
H24 -2.616584 -5.290726 7.272709
C22 4.046849 -0.744865 -7.871459
C23 5.015401 -1.297370 -6.806463
C24 4.978215 -0.665418 -5.413630
F17 5.292550 0.643025 -5.430994
F18 5.888745 -1.277143 -4.610084
F19 6.271544 -1.277520 -7.299131
F20 4.685978 -2.610517 -6.631912
O8 4.539050 0.192525 -8.822465
C25 4.582180 1.547426 -8.549101
C26 6.015202 2.088225 -8.521551
F21 6.762618 1.448978 -7.603040
F22 5.993584 3.400888 -8.196672
F23 3.901610 1.839058 -7.423069
F24 3.935640 2.166055 -9.559285
H25 3.785344 -1.608443 -8.481687
H26 3.108679 -0.409386 -7.428840
H27 3.995438 -0.785072 -4.954832
H28 6.485593 1.966967 -9.499372
C27 -3.040416 5.747339 -3.047636
C28 -4.574859 5.842004 -3.166460
C29 -5.348615 6.432012 -1.983435
F25 -5.191351 5.710042 -0.857100
F26 -6.669221 6.435331 -2.274243
F27 -5.068772 4.627656 -3.493616
F28 -4.824376 6.661311 -4.224666
O9 -2.461129 4.494694 -2.681987
C30 -2.317377 4.118627 -1.363914
C31 -3.153350 2.882354 -1.022891
F29 -4.461241 3.087772 -1.254614
F30 -3.011517 2.592710 0.298096
F31 -2.556543 5.146880 -0.530236
F32 -1.014111 3.782418 -1.194716
H29 -2.673024 5.907710 -4.060136
H30 -2.628316 6.566224 -2.458456
H31 -5.036843 7.462707 -1.792541
H32 -2.830704 2.026313 -1.613416

Cartesian forces, eV/Å:
0.41 0.42 -0.83
-0.18 0.42 0.49
-0.08 -1.15 -0.29
0.81 -0.52 1.27
0.28 0.03 0.64
1.67 -0.57 0.35
-0.89 -0.11 -1.99
0.51 0.16 -0.36
-0.45 0.49 -0.39
-0.37 -0.24 0.81
0.07 -0.77 0.46
-1.22 0.25 -0.41
-0.32 1.49 -0.28
0.44 -2.13 0.20
0.09 0.93 0.58
-0.34 -1.00 -0.69
0.28 0.35 0.89
0.59 0.03 -0.59
-0.25 0.02 0.09
-1.51 0.70 0.53
0.27 0.04 -0.35
-0.04 -0.10 0.20
-0.13 -0.05 0.15
-0.12 -0.11 0.20
0.27 0.86 0.07
0.01 -0.03 -0.06
0.08 -0.12 0.00
-0.02 0.00 -0.05
-0.04 -0.04 0.11
0.44 -0.04 -0.62
0.11 0.76 -0.32
0.20 0.14 0.15
0.00 0.15 -0.20
0.22 0.12 -0.14
-0.19 -0.17 0.01
-0.26 0.10 -0.12
-0.23 -0.13 0.28
-0.65 0.02 -0.23
0.04 -0.61 0.46
0.23 0.47 -0.13
-0.16 -0.25 0.04
-0.14 -0.02 0.11
0.14 -0.02 -0.11
-0.06 0.11 -0.27
0.74 -0.05 0.15
-0.72 1.20 -0.15
0.26 -0.38 0.20
-0.09 0.20 -0.08
-0.19 -0.04 -0.09
0.25 -0.21 -0.01
0.14 -0.40 0.22
0.07 -0.03 0.12
0.28 -0.03 -0.08
-0.08 -0.05 0.01
-0.10 0.01 -0.06
-0.57 -0.31 0.06
0.46 -0.64 0.01
-0.08 0.52 0.10
-0.01 -0.27 -0.05
-0.03 -0.12 0.11
0.06 0.11 -0.14
-0.22 0.16 -0.15
0.60 0.54 -0.18
-0.93 0.05 0.52
0.43 -0.15 0.06
-0.14 0.15 0.00
-0.27 -0.18 0.03
0.26 0.07 -0.08
0.20 -0.06 -0.09
0.13 0.00 0.06
0.17 0.16 -0.16
-0.04 -0.09 0.00
-0.15 -0.07 -0.04
-0.58 -0.11 -0.36
0.50 0.24 -0.63
-0.10 -0.01 0.50
0.02 0.09 -0.27
-0.05 -0.18 -0.12
0.03 0.08 0.14
-0.24 0.05 0.19
0.57 0.20 0.58
-0.74 -0.64 -0.06
0.39 0.19 -0.12
-0.14 -0.11 0.10
-0.16 -0.03 -0.04
0.22 0.08 0.08
0.15 0.11 -0.04
0.14 -0.03 0.00
0.13 0.16 0.21
-0.05 -0.05 -0.12
-0.12 -0.02 -0.05
0.57 0.26 -0.21
0.19 -0.74 -0.13
-0.37 0.36 0.07
0.23 -0.17 -0.03
0.07 -0.03 -0.15
-0.07 0.01 0.16
0.06 0.26 0.14
-0.66 -0.19 0.39
0.21 0.82 -0.55
-0.16 -0.42 -0.01
-0.02 0.23 0.01
0.16 0.05 -0.02
-0.14 -0.15 0.11
-0.01 -0.20 0.09
-0.10 -0.10 -0.04
-0.18 -0.04 0.23
0.08 -0.02 -0.04
0.15 0.07 0.00

---

Record 3
Density functional theory data (ωB97M-V with the def2-TZVPD basis set) for a structure of composition C31H32CoN2O3Sb2.

Charge = 0
E_tot = -3398.92500 a.u.
Lowest unoccupied orbital energy (alpha / beta) = -0.0161 / -0.0037 Eh
Expectation value of S² = 1.1102
Multiplicity = 2

CARTESIAN COORDINATES (ANGSTROEM)
Co1 -1.534501 -0.605852 1.296899
N1 -1.189136 -0.166209 3.323189
C1 -1.910834 1.107168 3.537811
C2 -3.208557 1.068805 2.720468
O1 -4.248756 1.517197 3.175844
N2 -3.030622 0.482865 1.516836
C3 -4.189539 -0.131925 0.887560
C4 -3.966288 -1.660196 0.849869
O2 -4.842469 -2.428612 0.530289
O3 -2.722846 -2.020169 1.094593
H1 -1.683168 -0.922482 3.789245
H2 -0.251544 -0.140277 3.712890
H3 -1.274483 1.921327 3.183802
H4 -2.155688 1.292739 4.583203
H5 -4.307556 0.216997 -0.143522
H6 -5.107254 0.116565 1.419969
C5 0.776426 1.224377 0.770298
C6 0.500441 1.981422 -0.531605
C7 -0.868253 1.704598 -1.140625
Sb1 -1.203977 -0.385665 -1.537382
C8 -2.997861 -0.231544 -2.665214
C9 -3.893917 -1.295422 -2.610686
C10 -5.102120 -1.233021 -3.290308
C11 -5.423113 -0.107000 -4.032465
C12 -4.537580 0.960017 -4.090184
C13 -3.332461 0.898857 -3.406347
C14 0.268950 -0.526996 -3.077046
C15 1.135341 -1.613621 -3.109722
C16 2.110824 -1.712705 -4.092608
C17 2.227522 -0.722310 -5.055447
C18 1.363216 0.363252 -5.036791
C19 0.390764 0.458043 -4.052723
Sb2 1.847853 -0.659658 0.554199
C20 1.845099 -1.128081 2.640921
C21 1.264082 -2.322744 3.057929
C22 1.151671 -2.623129 4.410654
C23 1.623478 -1.728407 5.359464
C24 2.219240 -0.539422 4.955067
C25 2.331837 -0.244289 3.603533
C26 3.786033 0.250454 0.540414
C27 3.996212 1.607313 0.318209
C28 5.281861 2.133419 0.309912
C29 6.373276 1.307282 0.527678
C30 6.175219 -0.048651 0.745891
C31 4.891315 -0.570743 0.744216
H7 -0.156885 1.094516 1.343071
H8 1.407771 1.811820 1.442900
H9 1.280146 1.764929 -1.271433
H10 0.574071 3.055797 -0.328984
H11 -0.984566 2.276361 -2.062811
H12 -1.662867 2.007614 -0.454038
H13 -3.674243 -2.171806 -2.010871
H14 -5.795977 -2.060194 -3.222023
H15 -6.367306 -0.055142 -4.558581
H16 -4.789320 1.844419 -4.661403
H17 -2.662702 1.749450 -3.451697
H18 1.055225 -2.392547 -2.359461
H19 2.778761 -2.564180 -4.103856
H20 2.988447 -0.795957 -5.821440
H21 1.444317 1.135736 -5.790673
H22 -0.279343 1.310532 -4.058985
H23 0.881392 -3.027257 2.326508
H24 0.694235 -3.554090 4.719830
H25 1.534157 -1.957807 6.413200
H26 2.599173 0.154811 5.693674
H27 2.810903 0.680478 3.298698
H28 3.162876 2.276334 0.143801
H29 5.428047 3.191348 0.132911
H30 7.374880 1.716642 0.525040
H31 7.022252 -0.701001 0.915035
H32 4.758387 -1.634395 0.913388

Cartesian forces, eV/Å:
0.06 -0.29 0.18
0.03 0.03 -0.07
-0.06 0.04 -0.02
0.13 0.02 0.01
0.00 0.03 0.03
0.00 0.05 0.08
-0.05 -0.17 0.04
0.12 0.35 -0.38
-0.17 -0.09 0.05
-0.26 -0.12 0.10
0.02 0.01 0.03
0.01 0.00 -0.02
-0.02 0.01 0.01
-0.02 -0.03 -0.02
-0.02 -0.09 -0.01
0.01 -0.07 0.03
0.06 0.05 0.27
0.11 0.09 -0.05
-0.08 0.03 -0.12
0.01 0.14 0.09
0.01 0.04 -0.01
0.01 -0.08 0.07
-0.02 0.00 -0.01
-0.01 -0.01 0.00
0.00 0.01 -0.01
0.04 0.04 -0.02
-0.05 -0.03 -0.01
0.01 -0.10 0.05
0.03 -0.01 -0.01
0.01 -0.01 -0.01
0.00 0.01 -0.01
-0.05 0.08 0.00
0.09 0.04 -0.14
0.00 0.05 0.03
-0.04 -0.03 -0.02
-0.01 -0.02 0.02
-0.01 -0.01 0.01
0.00 0.00 0.01
0.03 0.04 -0.03
-0.05 0.06 0.02
-0.02 0.04 -0.02
0.03 0.01 0.00
0.00 0.01 0.00
0.04 0.00 0.00
0.02 -0.11 0.02
0.07 0.02 -0.13
0.01 -0.01 -0.02
-0.02 0.00 0.00
0.00 -0.02 -0.02
-0.03 -0.01 0.01
-0.01 0.00 -0.01
0.00 0.01 0.00
0.00 -0.01 0.00
-0.01 0.00 0.00
0.00 0.01 0.00
0.01 0.00 0.00
0.01 0.01 -0.01
0.01 -0.01 0.00
0.00 0.00 0.00
0.00 0.01 0.00
0.00 -0.01 0.00
0.00 0.00 0.00
0.00 0.00 0.01
0.00 0.00 0.01
0.00 0.01 0.00
0.00 0.00 0.00
-0.01 0.01 0.00
0.00 0.00 0.00
0.01 0.00 0.00
0.00 0.00 0.00
-0.01 -0.01 0.00